Entry from OMol25: a molecular structure, C30H23ClF4N4O4S2Ti at a distorted geometry (the ωB97M-V functional and the def2-TZVPD basis).

Atoms and positions in Å:
Ti (0.27915, 0.34485, -0.10570)
C (0.68318, 2.39116, 2.10988)
N (0.12707, 2.38928, 0.72060)
C (0.85380, 3.43933, -0.05449)
C (-1.33467, 2.74730, 0.80495)
C (-2.23689, 1.56887, 0.41908)
N (-1.44769, 0.33290, 0.50986)
C (-2.12278, -0.85229, 0.89782)
C (-1.51594, -1.68416, 1.83453)
F (-0.29896, -1.33144, 2.30605)
C (-2.12645, -2.82923, 2.29136)
F (-1.49831, -3.58494, 3.18427)
C (-3.37704, -3.18080, 1.81976)
C (-3.98981, -2.36984, 0.88787)
F (-5.18440, -2.68534, 0.40628)
C (-3.37263, -1.22013, 0.42207)
F (-3.97223, -0.47282, -0.50998)
H (0.48145, 3.35779, 2.57190)
H (1.75659, 2.23416, 2.08635)
H (0.21329, 1.60555, 2.69849)
H (0.66950, 4.41767, 0.38990)
H (0.51701, 3.45109, -1.08948)
H (1.92173, 3.24432, -0.03479)
H (-1.53273, 3.60222, 0.16095)
H (-1.54954, 3.05764, 1.82404)
H (-2.63891, 1.69096, -0.58759)
H (-3.09141, 1.51217, 1.09075)
H (-3.86759, -4.07726, 2.17514)
S (2.13020, -4.86026, 1.87860)
C (2.96299, -6.33966, 1.97906)
C (3.20760, -6.87420, 0.75080)
C (2.71378, -6.05886, -0.29409)
C (2.10794, -4.91662, 0.15394)
C (1.51979, -3.84719, -0.64638)
C (1.07268, -2.66552, -0.03907)
N (0.52136, -1.65380, -0.70481)
C (0.40397, -1.75186, -2.05932)
C (0.83632, -2.87343, -2.75808)
C (0.68210, -2.89998, -4.18947)
C (0.14147, -1.85758, -4.84978)
C (-0.28588, -0.67787, -4.14548)
C (-0.84422, 0.44054, -4.77697)
C (-1.22612, 1.55379, -4.04860)
C (-0.96873, 1.51932, -2.66930)
N (-0.45118, 0.47364, -2.04359)
C (-0.13828, -0.63737, -2.76184)
C (-1.85173, 2.72663, -4.65468)
C (-2.23217, 2.89664, -5.95632)
C (-2.85141, 4.14705, -6.19814)
C (-2.93223, 4.91001, -5.07485)
S (-2.24370, 4.12855, -3.72645)
C (1.39106, -3.92650, -2.02241)
H (3.22432, -6.74480, 2.94446)
H (3.72667, -7.80894, 0.60064)
H (2.81864, -6.31373, -1.34033)
H (1.18358, -2.53400, 1.02846)
H (1.00781, -3.78027, -4.72932)
H (0.02353, -1.88829, -5.92540)
H (-0.96750, 0.42926, -5.85295)
H (-1.18374, 2.39407, -2.06793)
H (-2.09033, 2.15340, -6.72926)
H (-3.22796, 4.46593, -7.15866)
H (-3.35355, 5.89718, -4.96781)
H (1.72334, -4.81282, -2.54826)
O (3.51589, -0.84378, -0.55056)
Cl (2.91122, 0.33786, -0.09723)
O (3.78397, 1.33062, 0.36399)
O (1.97210, 0.88097, -1.13798)
O (1.88778, 0.01409, 0.98134)

Atomic forces in eV per Å
Ti -0.9 0.2 0.3
C 0.0 0.0 0.0
N -0.1 0.3 -0.1
C 0.0 0.0 0.0
C 0.0 -0.1 -0.1
C 0.1 0.0 0.0
N -0.7 -0.1 0.6
C 0.2 0.1 0.2
C 0.1 0.2 0.0
F 0.0 0.0 -0.1
C -0.1 -0.1 0.0
F 0.0 0.0 0.0
C 0.0 -0.1 0.1
C -0.1 0.0 0.0
F 0.1 0.0 0.0
C -0.1 0.0 -0.2
F 0.0 0.0 0.0
H 0.0 0.0 0.0
H 0.0 0.0 0.0
H 0.0 0.0 0.0
H 0.0 0.0 0.0
H 0.0 0.0 0.0
H 0.0 0.0 0.0
H 0.0 0.0 0.0
H 0.0 0.0 0.0
H 0.0 -0.1 0.0
H 0.0 0.0 0.0
H 0.0 0.0 0.0
S 0.0 0.1 0.0
C 0.0 -0.1 0.1
C 0.0 0.0 0.0
C 0.1 -0.1 -0.2
C -0.1 0.1 0.1
C 0.0 -0.1 0.0
C -0.1 0.1 0.1
N 0.2 -0.4 -0.4
C 0.0 0.1 0.1
C 0.0 -0.2 -0.1
C 0.0 -0.1 0.0
C 0.0 0.0 -0.1
C -0.1 0.0 -0.1
C 0.0 0.0 -0.1
C 0.0 0.1 -0.1
C 0.0 0.1 0.1
N 0.0 0.0 -0.6
C 0.1 0.0 0.1
C 0.1 0.0 0.1
C 0.0 -0.1 -0.2
C 0.0 0.0 0.0
C 0.0 0.1 0.0
S 0.0 0.0 0.1
C 0.0 -0.1 -0.1
H 0.0 0.0 0.0
H 0.0 0.0 0.0
H 0.0 0.0 0.0
H 0.0 0.1 0.0
H 0.0 0.0 0.0
H 0.0 0.0 0.0
H 0.0 0.0 0.0
H 0.0 0.0 0.0
H 0.0 0.0 0.0
H 0.0 0.0 0.0
H 0.0 0.0 0.0
H 0.0 0.0 0.0
O -0.1 0.2 0.1
Cl 1.1 0.1 -0.1
O -0.2 -0.1 0.0
O 0.5 0.0 0.0
O 0.4 -0.2 0.3

Properties
E_LUMO   -7.4021 eV
Frontier orbital gap   5.83 eV
Net charge   +2
HOMO energy   -13.2282 eV
Energy   -4181.797984 Eh
Energy above the lowest of the compared OMol25 structures with the same formula, charge and spin   23.52 kJ/mol

Atom charges from the Mulliken analysis, given in e for atoms 1 to 6: -0.5960, -1.2109, 0.1615, -0.9714, -1.1526, -0.6865


Entry from OMol25: a gas-phase ion, C6H14NO (charge -1) (the ωB97M-V functional and the def2-TZVPD basis).

Atoms and positions in Å:
C (-0.45439, -1.79514, 1.66598)
N (-0.64325, -1.48357, 0.26399)
C (-0.55059, -2.65917, -0.59101)
C (0.17334, -0.34883, -0.20344)
C (-0.61808, 0.93778, -0.39283)
C (0.22888, 2.06583, -0.97807)
C (1.15325, 2.84231, -0.00724)
O (1.77446, 3.86991, -0.59610)
H (-1.18938, -1.30048, 2.29098)
H (-0.54622, -2.86150, 1.90455)
H (0.51656, -1.46907, 2.05755)
H (-1.21028, -3.41339, -0.15280)
H (-0.94128, -2.42079, -1.58027)
H (0.46154, -3.07855, -0.68501)
H (0.62927, -0.62613, -1.14802)
H (0.97048, -0.11266, 0.50667)
H (-1.52916, 0.79885, -0.98273)
H (-1.02406, 1.25863, 0.57414)
H (-0.41234, 2.84219, -1.39965)
H (0.85374, 1.75309, -1.82093)
H (1.86622, 2.07114, 0.41656)
H (0.49127, 3.12956, 0.85768)

Atomic forces in eV per Å
C 0.1 0.0 0.5
N 0.3 -0.3 -0.1
C -0.4 0.3 0.5
C -0.7 0.2 0.1
C -0.1 0.4 0.1
C -0.1 0.5 -0.1
C 0.3 -0.1 -0.2
O 0.0 0.0 0.1
H -0.3 0.3 0.1
H 0.0 0.0 -0.4
H 0.2 -0.1 -0.2
H 0.1 -0.1 -0.2
H 0.1 0.0 -0.1
H 0.1 0.0 0.0
H 0.2 0.0 -0.3
H 0.2 -0.2 0.0
H 0.2 -0.4 -0.3
H 0.2 0.0 0.2
H -0.2 0.0 0.0
H 0.0 -0.3 0.0
H -0.1 0.0 0.2
H 0.0 -0.1 0.1

Properties
E_LUMO   3.2910 eV
SMILES   CN(C)CCCC[O-]
Frontier orbital gap   5.40 eV
Net charge   -1
HOMO energy   -2.1060 eV
Energy   -366.957324 Eh
Energy above the lowest of the compared OMol25 structures with the same formula, charge and spin   116.38 kJ/mol

Atom charges from the Mulliken analysis, given in e for atoms 1 to 6: -1.0078, 0.1170, -1.1350, -0.7306, -0.2855, -0.6140


Entry from OMol25: a molecular structure, C34H29NO8S at a distorted geometry (the ωB97M-V functional and the def2-TZVPD basis).

Atoms and positions in Å:
C (-3.00092, -0.29032, -7.06047)
C (-1.83907, -1.11699, -7.64611)
C (-1.25223, -2.13224, -6.64738)
C (0.23322, -2.43951, -6.86701)
N (1.00865, -2.63134, -5.62827)
C (1.13242, -1.42130, -4.87353)
C (2.53912, -0.91677, -4.60949)
O (2.28758, 0.16366, -3.64850)
S (0.87958, -0.03217, -2.94686)
O (1.01829, -0.10573, -1.53969)
O (-0.08480, 0.85704, -3.49467)
O (0.61069, -1.50568, -3.53672)
H (-3.85496, -0.28779, -7.73340)
H (-2.68358, 0.73388, -6.87827)
H (-3.32187, -0.69559, -6.10163)
H (-2.17164, -1.66128, -8.53048)
H (-1.05618, -0.43468, -7.98003)
H (-1.41066, -1.73162, -5.64275)
H (-1.83319, -3.05373, -6.70827)
H (0.70495, -1.62036, -7.41160)
H (0.36087, -3.33689, -7.46927)
H (0.52361, -3.30813, -5.05008)
H (0.64324, -0.60797, -5.42405)
H (2.97257, -0.46983, -5.49923)
H (3.20227, -1.63291, -4.13356)
C (1.55648, 6.53654, 4.76757)
C (0.31429, 5.98001, 4.48210)
C (0.21838, 4.90069, 3.62129)
C (1.36358, 4.37708, 3.03497)
C (2.60860, 4.94760, 3.30734)
C (2.70048, 6.02292, 4.18159)
C (3.85049, 4.43115, 2.65986)
O (4.93122, 4.92450, 2.90374)
C (3.71788, 3.29468, 1.70591)
C (4.84764, 2.81865, 1.05494)
C (4.73800, 1.75040, 0.18050)
C (3.50444, 1.14729, -0.04410)
C (2.37158, 1.61891, 0.59780)
C (2.47791, 2.69870, 1.46581)
C (1.24350, 3.20562, 2.12295)
O (0.17082, 2.67681, 1.91163)
H (1.63000, 7.37578, 5.44647)
H (-0.57938, 6.38960, 4.93402)
H (-0.74181, 4.45765, 3.39658)
H (3.67026, 6.45110, 4.39338)
H (5.80397, 3.28826, 1.23857)
H (5.61915, 1.38188, -0.32844)
H (3.42470, 0.30943, -0.72150)
H (1.40958, 1.16165, 0.43281)
C (-2.91463, -5.78891, 5.47925)
C (-2.39035, -6.28086, 4.28855)
C (-2.00764, -5.40833, 3.28474)
C (-2.15544, -4.03859, 3.46281)
C (-2.69813, -3.54614, 4.65049)
C (-3.06886, -4.42551, 5.65994)
C (-2.90421, -2.08199, 4.85199)
O (-3.36994, -1.65767, 5.88919)
C (-2.52757, -1.16661, 3.74129)
C (-2.75530, 0.19745, 3.88278)
C (-2.39966, 1.06670, 2.86739)
C (-1.80812, 0.58400, 1.70495)
C (-1.58507, -0.77384, 1.55567)
C (-1.94773, -1.65502, 2.56799)
C (-1.72139, -3.11395, 2.37463)
O (-1.20468, -3.54422, 1.36466)
H (-3.20640, -6.47257, 6.26558)
H (-2.27947, -7.34771, 4.14576)
H (-1.59401, -5.77945, 2.35743)
H (-3.47918, -4.03225, 6.57956)
H (-3.21112, 0.56597, 4.79132)
H (-2.57667, 2.12782, 2.97853)
H (-1.52593, 1.26257, 0.91676)
H (-1.12825, -1.15954, 0.65429)

Atomic forces in eV per Å
C 0.2 -0.3 -0.1
C -0.1 -0.2 0.1
C -0.1 0.4 -0.2
C 0.0 0.0 0.2
N -0.2 -0.1 0.4
C 0.5 0.0 -1.0
C -0.1 0.4 0.2
O 0.1 -0.1 0.0
S -0.6 -0.3 0.2
O 0.2 -0.3 0.0
O 0.2 0.1 -0.2
O -0.3 0.5 0.1
H -0.1 0.1 0.0
H -0.1 0.1 0.0
H -0.1 -0.1 0.0
H 0.0 0.1 -0.1
H 0.1 0.0 0.0
H 0.2 0.0 0.1
H 0.0 -0.1 0.2
H 0.0 0.0 -0.1
H 0.1 0.0 -0.1
H 0.3 -0.2 0.1
H -0.3 0.0 0.2
H 0.2 0.0 0.1
H 0.0 -0.2 -0.1
C 0.0 0.0 0.0
C 0.0 0.0 0.0
C -0.1 0.1 0.1
C 0.1 0.0 0.0
C 0.0 -0.1 -0.1
C 0.0 0.1 0.1
C 0.1 0.0 0.0
O 0.0 0.0 0.0
C -0.1 0.0 0.0
C 0.1 -0.1 -0.1
C 0.0 0.0 0.0
C 0.1 0.0 0.0
C 0.2 0.0 0.0
C 0.0 0.0 0.1
C -0.1 -0.1 -0.1
O 0.0 0.3 0.1
H 0.0 0.0 0.0
H 0.0 0.0 0.0
H 0.0 -0.1 0.0
H 0.0 0.0 -0.1
H 0.0 0.0 0.1
H 0.0 0.0 0.0
H 0.0 0.0 0.0
H -0.1 0.0 0.0
C 0.0 0.0 0.0
C 0.0 0.0 0.0
C 0.0 -0.1 0.0
C 0.0 0.1 0.0
C 0.0 0.0 -0.1
C 0.0 -0.1 0.0
C 0.0 0.0 0.1
O 0.0 0.0 0.0
C 0.0 -0.1 0.0
C 0.0 0.1 0.0
C 0.0 0.0 0.0
C -0.1 -0.2 0.0
C 0.0 0.1 -0.1
C 0.0 0.0 0.1
C 0.1 0.0 -0.1
O 0.0 0.0 0.0
H 0.0 0.0 0.0
H 0.0 0.0 0.0
H 0.0 0.1 0.0
H 0.0 0.1 0.0
H 0.0 -0.1 0.0
H 0.0 0.0 0.0
H 0.0 0.1 0.0
H 0.0 -0.1 0.0

Properties
E_LUMO   -0.8376 eV
Frontier orbital gap   8.56 eV
Net charge   0
HOMO energy   -9.3939 eV
Energy   -2367.904773 Eh
Energy above the lowest of the compared OMol25 structures with the same formula, charge and spin   0.00 kJ/mol

Atom charges from the Mulliken analysis, given in e for atoms 1 to 6: -1.1584, -0.3971, -0.3926, -1.0473, -0.3349, -0.0599


Entry from OMol25: a molecular structure, C48H40N2NbO7 at a distorted geometry (the ωB97M-V functional and the def2-TZVPD basis).

Atoms and positions in Å:
C (-1.32517, 3.85502, 3.13650)
N (-2.56364, 2.98312, 3.00699)
C (-2.14430, 1.49754, 2.96869)
C (-3.26227, 3.31193, 1.67772)
O (-2.74046, 3.00064, 0.47752)
C (-4.70791, 4.14199, 1.74229)
Nb (-6.36908, 3.21447, 0.49255)
C (-7.57633, 2.52392, 2.29260)
C (-7.51551, 3.50110, 3.60410)
N (-7.66861, 4.86489, 3.62954)
H (-0.45470, 3.34661, 3.75487)
H (-0.87982, 4.04247, 2.04491)
H (-1.51935, 4.90784, 3.61379)
H (-2.39105, 1.02676, 4.02169)
H (-2.73344, 0.94404, 2.11028)
H (-0.98996, 1.39116, 2.79708)
H (-4.46260, 5.20134, 1.24924)
H (-4.97057, 4.36179, 2.86066)
H (-7.31196, 4.76763, 0.36576)
H (-5.40843, 3.60654, -0.99840)
H (-5.45931, 1.61359, 0.55766)
H (-7.56925, 2.37005, -0.59301)
H (-8.71677, 2.47711, 1.94413)
H (-7.27414, 1.39607, 2.50512)
H (-7.31427, 2.97707, 4.65692)
H (-7.86368, 5.16210, 2.64869)
C (5.15665, 9.13167, 2.21286)
C (5.73708, 9.54847, 1.01521)
C (5.13887, 9.21965, -0.20229)
C (3.96233, 8.46083, -0.22294)
C (3.39558, 8.02332, 0.97352)
C (3.98778, 8.36936, 2.19511)
C (2.18239, 7.18065, 0.96180)
O (1.68189, 6.79888, 2.01250)
C (1.58664, 6.79773, -0.33379)
C (0.47032, 5.95161, -0.36132)
C (-0.10742, 5.59532, -1.58180)
C (0.42054, 6.08898, -2.77446)
C (1.53594, 6.92752, -2.75030)
C (2.12588, 7.27453, -1.52765)
C (3.32682, 8.13298, -1.51467)
O (3.79425, 8.56352, -2.56268)
H (5.61777, 9.39570, 3.16206)
H (6.65506, 10.13183, 1.02866)
H (5.59481, 9.55291, -1.13312)
H (3.54342, 8.04288, 3.13373)
H (0.05003, 5.56438, 0.56551)
H (-0.97098, 4.93399, -1.60116)
H (-0.03369, 5.81744, -3.72491)
H (1.94558, 7.30512, -3.68572)
C (-0.90829, -2.69794, -0.08245)
C (-0.52192, -4.00482, -0.37873)
C (-0.19571, -4.88730, 0.65233)
C (-0.24426, -4.45796, 1.98416)
C (-0.60680, -3.14424, 2.27883)
C (-0.95092, -2.26519, 1.24367)
C (-0.61351, -2.66626, 3.67653)
O (-0.93529, -1.51340, 3.93652)
C (-0.21864, -3.59454, 4.75471)
C (-0.16474, -3.13823, 6.07824)
C (0.19482, -4.01310, 7.10568)
C (0.49162, -5.34472, 6.81659)
C (0.44417, -5.80058, 5.49834)
C (0.09772, -4.92080, 4.46428)
C (0.08517, -5.40351, 3.06922)
O (0.35039, -6.57252, 2.81376)
H (-1.17141, -2.01283, -0.88540)
H (-0.47645, -4.33832, -1.41308)
H (0.10002, -5.90762, 0.41380)
H (-1.24812, -1.24204, 1.46701)
H (-0.39806, -2.10087, 6.31286)
H (0.24113, -3.65537, 8.13201)
H (0.76470, -6.02825, 7.61761)
H (0.68193, -6.84031, 5.27967)
C (0.29365, -7.16523, -8.49958)
C (-0.63969, -6.80911, -7.52640)
C (-0.23193, -6.61496, -6.20568)
C (1.11212, -6.78937, -5.85414)
C (2.04077, -7.16937, -6.82230)
C (1.63274, -7.34651, -8.15077)
C (3.45166, -7.40445, -6.45322)
O (4.26876, -7.73482, -7.30376)
C (3.86138, -7.24427, -5.04377)
C (5.18304, -7.52008, -4.66960)
C (5.58221, -7.35832, -3.34114)
C (4.66788, -6.91294, -2.38693)
C (3.34923, -6.64282, -2.75577)
C (2.94307, -6.81837, -4.08527)
C (1.53747, -6.56439, -4.45829)
O (0.73211, -6.17739, -3.61935)
H (-0.02244, -7.30758, -9.53067)
H (-1.68561, -6.68023, -7.79587)
H (-0.96522, -6.33194, -5.45230)
H (2.35465, -7.62988, -8.91470)
H (5.90396, -7.86516, -5.40906)
H (6.60761, -7.57807, -3.05177)
H (4.98036, -6.77991, -1.35346)
H (2.63976, -6.30014, -2.00437)

Atomic forces in eV per Å
C 1.3 0.8 -0.9
N 0.6 -0.7 -1.9
C 0.0 -0.4 0.2
C 0.7 0.4 -4.8
O -2.4 1.5 7.1
C 3.6 0.4 1.0
Nb 0.4 0.5 1.8
C -1.7 -0.5 1.6
C -0.3 2.1 -0.1
N 0.3 -5.3 -0.6
H -2.1 0.8 -1.1
H -0.7 -0.4 2.3
H 0.0 -2.1 -0.9
H 0.5 0.9 -2.2
H 1.2 1.1 1.9
H -2.2 0.1 0.1
H -0.5 -2.2 0.8
H 0.5 -0.5 -2.0
H -0.5 0.5 -0.4
H -0.1 -0.1 -0.4
H -0.2 -0.3 -0.4
H 0.3 -0.2 -0.3
H 2.2 0.2 0.7
H -0.6 2.4 0.0
H -0.3 1.2 -2.3
H 0.3 -0.3 0.6
C -0.3 -0.2 -0.1
C -0.3 -0.1 -0.3
C 0.2 0.1 0.3
C 0.5 0.3 0.4
C 0.5 0.3 0.3
C 0.3 0.2 0.0
C -0.8 -0.6 1.2
O 0.4 0.3 -0.6
C -0.5 -0.4 -0.3
C -0.1 -0.1 -0.2
C 0.1 0.1 0.2
C 0.3 0.2 0.2
C -0.2 -0.2 0.0
C -0.3 -0.2 -0.4
C 0.4 0.4 -1.3
O -0.2 -0.2 0.6
H -0.1 -0.1 -0.2
H -0.2 -0.1 0.0
H -0.3 -0.2 0.1
H 0.0 0.0 -0.3
H 0.2 0.2 -0.2
H 0.1 0.1 0.1
H 0.1 0.1 0.2
H 0.0 0.0 0.3
C 0.0 0.0 0.3
C 0.1 -0.1 0.3
C -0.1 0.2 -0.3
C 0.0 0.1 -0.5
C -0.1 0.1 -0.6
C 0.0 -0.1 -0.2
C -0.5 1.5 0.1
O 0.3 -0.8 -0.1
C 0.2 -0.2 0.7
C 0.1 -0.2 0.3
C -0.1 0.2 -0.4
C 0.0 0.0 -0.4
C 0.0 0.1 0.3
C 0.1 -0.1 0.7
C 0.3 -1.3 -0.5
O -0.1 0.6 0.2
H 0.0 -0.1 0.2
H 0.0 0.0 0.2
H -0.1 0.2 0.2
H 0.1 -0.3 0.1
H 0.0 -0.2 -0.3
H 0.0 0.0 -0.2
H 0.0 0.1 -0.2
H -0.1 0.3 -0.1
C 0.3 0.0 0.2
C 0.2 0.0 0.3
C -0.1 0.0 -0.3
C -0.4 0.0 -0.5
C -0.5 0.0 -0.4
C -0.3 0.0 -0.1
C 0.9 -0.4 -1.0
O -0.5 0.2 0.5
C 0.5 -0.1 0.5
C 0.1 0.0 0.3
C -0.2 0.0 -0.4
C -0.3 0.0 -0.2
C 0.3 -0.1 0.1
C 0.5 0.0 0.5
C -1.0 0.5 1.1
O 0.5 -0.2 -0.5
H 0.1 0.0 0.2
H 0.2 0.0 0.1
H 0.3 0.0 -0.1
H 0.0 0.1 0.3
H -0.3 0.1 0.1
H -0.2 0.0 -0.1
H -0.1 0.0 -0.2
H 0.0 -0.1 -0.3

Properties
E_LUMO   -0.1526 eV
Frontier orbital gap   5.03 eV
Net charge   -1
HOMO energy   -5.1808 eV
Energy   -2545.994720 Eh

Atom charges from the Mulliken analysis, given in e for atoms 1 to 6: -0.8602, 0.0063, -0.5961, 0.5884, -0.5647, -0.9005


- energy of number 2 (C6H14NO)?
  -366.957324 Eh